(1)
# C6H28O11

A 8-piece molecular cluster, C6H28O11 overall at a distorted geometry (ωB97M-V with the def2-TZVPD basis set, OMol25).

- E_tot: -1072.9816 Ha
- LUMO level: -0.4 eV
- Structure (SMILES): OCCO.OCCO.OCCO.O.O.O.O.O
- HOMO level: -0.3465 Ha
- ΔE to the lowest compared entry with this formula, charge and spin: 98.7 kcal/mol

```
! RIJCOSX wB97M-V def2-TZVPD def2/J DEFGRID3
* xyz 0 1
O 0.924 3.820 -1.415
O 2.566 -2.144 0.813
O 3.393 0.691 1.122
O -1.273 2.598 -2.535
O -1.162 1.422 1.455
O 0.750 -4.562 0.519
O -3.855 1.040 2.665
O 4.136 2.368 -1.482
O -2.204 -2.935 -2.054
O 0.981 1.131 -0.312
O -2.203 -0.050 -2.976
C -1.446 0.600 2.570
C -1.220 -2.241 -2.813
C 1.334 -2.392 1.483
C -2.638 1.078 3.396
C 0.373 -3.171 0.608
C -1.136 -0.770 -2.371
H 3.197 0.938 2.037
H 1.784 0.775 0.106
H -1.138 -0.625 -1.287
H -0.074 -5.052 0.539
H -1.603 -0.439 2.278
H -1.962 3.264 -2.629
H 1.556 -3.003 2.359
H -0.583 0.551 3.254
H -0.663 -3.126 0.951
H -1.987 0.887 -2.795
H 4.332 0.895 1.008
H -2.542 2.129 3.703
H 1.676 4.420 -1.425
H 0.822 -1.450 1.694
H -3.019 -2.444 -2.218
H -0.939 2.295 1.802
H 4.010 1.656 -2.120
H -2.664 0.462 4.296
H 1.315 2.939 -1.268
H -3.825 1.750 2.018
H -0.225 -2.651 -2.634
H 2.798 -1.221 0.963
H 0.270 1.013 0.351
H 3.886 1.985 -0.634
H 0.399 -2.782 -0.415
H -0.544 3.056 -2.054
H -0.147 -0.398 -2.673
H -1.450 -2.306 -3.879
*
```

Atomic partial charges in e from the Löwdin method, atoms 1 to 2: -0.0662, -0.0625

***

(2)
# C6H28O8

A 9-piece molecular cluster, C6H28O8 overall at a distorted geometry (ωB97M-V with the def2-TZVPD basis set, OMol25).

- E_tot: -847.3080 Ha
- LUMO level: 0.4 eV
- Structure (SMILES): C/C=C(\C)CC.O.O.O.O.O.O.O.O
- HOMO level: -0.3217 Ha
- ΔE to the lowest compared entry with this formula, charge and spin: 26.4 kcal/mol

```
! RIJCOSX wB97M-V def2-TZVPD def2/J DEFGRID3
* xyz 0 1
O -2.447 -1.231 2.484
O -2.193 -0.924 -2.276
O 3.901 -0.678 0.752
O 3.571 -0.180 -1.864
O 1.932 0.481 2.122
O 0.062 -0.962 3.340
O -1.532 1.431 -3.399
O -3.517 -0.934 0.036
C 0.864 -1.723 -0.575
C -0.085 -0.709 -0.112
C -0.500 2.597 0.961
C -1.104 1.558 0.001
C -0.074 0.592 -0.481
C 1.015 1.164 -1.319
H -2.061 2.191 -3.161
H -0.894 -1.088 0.511
H -2.004 -0.045 -2.709
H -1.275 -1.272 -2.148
H -3.058 -0.703 2.968
H 1.425 0.797 1.448
H 4.254 -0.678 -2.245
H 0.690 -2.729 -0.068
H -1.930 1.004 0.621
H 3.609 -0.278 -0.909
H 0.266 -1.828 3.620
H -1.264 3.305 1.181
H -2.997 -0.832 -0.795
H -0.648 1.596 -3.098
H 0.947 -1.843 -1.622
H 1.959 1.235 -0.804
H 1.314 -0.085 2.670
H 1.348 0.515 -2.184
H -0.103 2.179 1.871
H 0.378 3.145 0.453
H 3.155 -0.348 1.299
H -1.601 2.116 -0.838
H 0.786 2.132 -1.650
H -4.135 -1.586 -0.149
H 4.620 -0.212 1.036
H -0.864 -1.013 3.016
H -2.779 -1.123 1.551
H 1.956 -1.451 -0.273
*
```

Atomic partial charges in e from the Löwdin method, atoms 1 to 2: -0.0633, -0.0790

***

(3)
# C6H28O8

A 8-piece molecular cluster, C6H28O8 overall at a distorted geometry (ωB97M-V with the def2-TZVPD basis set, OMol25).

- E_tot: -847.2820 Ha
- LUMO level: 0.0 eV
- Structure (SMILES): CC(C)O.CC(C)O.O.O.O.O.O.O
- HOMO level: -0.3777 Ha
- ΔE to the lowest compared entry with this formula, charge and spin: 42.7 kcal/mol

```
! RIJCOSX wB97M-V def2-TZVPD def2/J DEFGRID3
* xyz 0 1
O 0.969 -4.664 -16.672
O -3.601 -7.695 -13.277
O -1.736 -10.039 -10.949
O -1.910 -3.097 -11.485
O -5.688 -8.051 -16.208
O 0.909 -7.730 -10.414
O -0.381 -6.124 -13.621
O 1.194 -8.145 -18.840
C 0.192 -7.926 -19.869
C -4.666 -6.557 -17.790
C 0.264 -9.199 -20.741
C 0.650 -6.725 -20.745
C -5.087 -8.003 -17.473
C -4.081 -9.134 -17.499
H -5.881 -8.386 -18.115
H -6.395 -7.402 -16.179
H -4.572 -10.037 -17.135
H -3.952 -6.226 -17.036
H -2.094 -9.489 -11.646
H 1.864 -4.542 -16.988
H -0.817 -7.680 -19.539
H 1.159 -9.331 -21.350
H -1.291 -6.353 -13.807
H -5.527 -5.890 -17.840
H -1.112 -3.592 -11.667
H -4.179 -6.501 -18.764
H 0.638 -7.370 -11.258
H -4.133 -7.199 -12.655
H -2.503 -10.437 -10.539
H -3.740 -9.366 -18.508
H 0.244 -10.064 -20.078
H 1.077 -5.942 -20.118
H 1.460 -7.033 -21.407
H 0.998 -7.549 -18.114
H 0.318 -8.469 -10.267
H -0.554 -9.375 -21.440
H -0.077 -5.685 -14.415
H -0.209 -6.309 -21.272
H 0.474 -3.950 -17.074
H -4.236 -8.100 -13.867
H -3.234 -8.879 -16.862
H -2.609 -3.613 -11.886
*
```

Atomic partial charges in e from the Löwdin method, atoms 1 to 2: -0.0431, -0.0407

***

(4)
# C6H29N2O6

A 7-piece molecular cluster, C6H29N2O6 overall at a distorted geometry (ωB97M-V with the def2-TZVPD basis set, OMol25).

- E_tot: -806.7116 Ha
- LUMO level: -2.5 eV
- HOMO level: -0.4356 Ha
- ΔE to the lowest compared entry with this formula, charge and spin: 44.8 kcal/mol

```
! RIJCOSX wB97M-V def2-TZVPD def2/J DEFGRID3
* xyz 1 1
O -0.313 3.458 -1.171
O -0.109 3.484 1.487
O 2.038 1.761 0.991
O -2.300 1.734 -1.419
O -1.522 -0.426 -2.879
O -2.378 0.968 1.173
N 0.497 -1.300 0.887
N 2.979 -0.810 -0.098
C -1.913 -1.810 2.460
C 2.338 -1.356 -2.448
C 0.640 -1.191 -0.574
C -1.267 -2.922 1.655
C 2.001 -1.680 -0.989
C 0.232 -2.669 1.394
H 2.392 2.636 0.807
H -1.796 0.490 -2.663
H 2.870 0.232 -0.276
H 3.227 -1.825 -2.804
H 0.169 3.757 -0.374
H -1.305 -3.853 2.236
H 2.357 -2.675 -0.854
H -1.760 -3.036 0.672
H 2.564 -0.286 -2.522
H -0.171 -0.587 1.150
H -2.528 1.251 0.258
H -2.457 -1.038 1.973
H 0.458 -0.093 -0.873
H 1.469 -1.794 -2.952
H -2.118 -0.594 -3.624
H 1.074 1.888 1.001
H -0.552 4.286 -1.591
H -1.554 2.372 -1.226
H -0.183 -1.787 -1.072
H 0.813 -2.723 2.321
H -2.524 -2.256 3.270
H 0.150 3.758 2.373
H -1.185 -1.208 3.053
H -3.028 0.269 1.280
H 3.908 -0.910 -0.539
H 0.542 -3.407 0.656
H -0.869 2.873 1.569
H 2.926 -1.027 0.888
H -2.838 2.042 -2.180
*
```

Atomic partial charges in e from the Löwdin method, atoms 1 to 2: -0.0434, -0.0565

***

(5)
# C6H29N2O9

A 10-piece molecular cluster, C6H29N2O9 overall at a distorted geometry (ωB97M-V with the def2-TZVPD basis set, OMol25).

- E_tot: -1032.4584 Ha
- LUMO level: -2.2 eV
- HOMO level: -0.4110 Ha
- ΔE to the lowest compared entry with this formula, charge and spin: 45.0 kcal/mol

```
! RIJCOSX wB97M-V def2-TZVPD def2/J DEFGRID3
* xyz 1 1
O 0.646 2.145 -2.931
O 2.726 0.095 0.465
O -1.363 0.810 -4.335
O -2.201 -0.333 2.991
O 2.786 0.557 -2.961
O 1.041 -1.074 3.702
O 1.074 2.303 1.627
O -0.200 1.315 3.787
O 4.109 -1.622 -1.678
N 0.163 -1.508 1.356
N -2.895 1.161 -0.407
C -3.012 -0.241 -0.235
C -1.639 -2.330 -0.354
C -1.805 -0.858 -0.439
C -0.891 0.080 -0.968
C -1.621 1.264 -0.934
C -0.383 -2.699 0.572
H 4.241 -2.544 -1.410
H 3.595 0.897 -3.299
H -1.924 0.705 -3.582
H 0.448 1.692 3.133
H 3.700 -1.579 -2.546
H -1.611 -2.739 -1.377
H 0.472 -0.275 3.989
H -2.846 -0.725 3.579
H 1.063 3.174 1.181
H -1.102 -0.013 -4.778
H 0.206 -1.678 2.382
H -1.768 0.438 3.364
H 1.880 -0.869 4.138
H 0.763 2.798 -3.629
H -2.502 -2.931 0.078
H 0.495 -3.223 0.139
H 2.942 -0.250 -0.465
H -3.829 -0.753 0.288
H -3.545 1.901 -0.268
H 0.309 1.463 -3.567
H -1.440 2.204 -1.438
H 1.261 1.692 0.921
H 0.163 0.179 -1.254
H 3.621 0.015 0.811
H -0.472 -0.662 1.250
H 1.965 1.034 -2.961
H 1.060 -1.176 1.021
H -0.750 -3.371 1.284
H -0.223 1.923 4.516
*
```

Atomic partial charges in e from the Löwdin method, atoms 1 to 2: -0.0742, -0.0810

***

(6)
# C6H29NO7S

A 8-piece molecular cluster, C6H29NO7S overall at a distorted geometry (ωB97M-V with the def2-TZVPD basis set, OMol25).

- E_tot: -1225.6275 Ha
- LUMO level: 0.3 eV
- Structure (SMILES): CCCCNCCS.O.O.O.O.O.O.O
- HOMO level: -0.3371 Ha
- ΔE to the lowest compared entry with this formula, charge and spin: 0.0 kcal/mol

```
! RIJCOSX wB97M-V def2-TZVPD def2/J DEFGRID3
* xyz 0 1
S -3.373 1.895 1.667
O 3.107 3.185 0.523
O 3.204 -1.860 0.255
O 0.511 4.024 0.589
O 3.882 0.623 1.034
O -3.376 -1.734 -0.339
O 0.784 -2.754 1.844
O -1.406 -3.602 0.339
N -1.170 -0.057 0.562
C -1.571 1.951 1.970
C -0.880 0.604 1.836
C -0.403 0.513 -0.567
C -1.146 0.251 -1.903
C -0.871 -1.158 -2.457
C 0.527 -1.256 -3.058
H -1.121 2.693 1.306
H 0.077 -3.205 1.343
H -0.849 1.018 -2.611
H 0.236 0.690 1.972
H -0.108 3.302 0.783
H -1.622 -1.385 -3.206
H -3.504 -1.708 -1.290
H -1.408 2.325 2.983
H 4.054 -2.276 0.405
H -0.252 1.575 -0.430
H -2.155 -3.007 0.111
H -0.879 -1.027 0.655
H -2.193 0.427 -1.735
H -3.473 0.603 1.335
H 3.478 3.554 -0.284
H -2.855 -0.961 -0.077
H 2.172 3.486 0.563
H -1.153 -0.099 2.623
H 3.325 -0.889 0.452
H -0.978 -1.939 -1.673
H 0.275 4.766 1.153
H 1.589 -2.636 1.316
H 1.306 -1.218 -2.310
H 3.547 1.512 0.751
H 0.659 -2.240 -3.586
H 4.082 0.731 1.968
H 0.612 0.089 -0.617
H 0.735 -0.534 -3.837
H -1.416 -4.272 -0.354
*
```

Atomic partial charges in e from the Löwdin method, atoms 1 to 2: 0.7247, -0.0631

***

(7)
# C6H29NO9

A 10-piece molecular cluster, C6H29NO9 overall (ωB97M-V with the def2-TZVPD basis set, OMol25).

- E_tot: -977.9306 Ha
- LUMO level: 0.3 eV
- Structure (SMILES): C=C/C(=C/C)NC.O.O.O.O.O.O.O.O.O
- HOMO level: -0.3172 Ha
- ΔE to the lowest compared entry with this formula, charge and spin: 44.7 kcal/mol

```
! RIJCOSX wB97M-V def2-TZVPD def2/J DEFGRID3
* xyz 0 1
O -2.972 3.689 -1.234
O -2.291 -2.959 0.172
O 2.819 -3.178 -0.981
O 1.100 -1.984 -2.781
O -0.231 -3.278 1.950
O 2.885 0.442 1.239
O -3.312 2.112 1.203
O 2.290 -2.333 1.610
O -1.507 -1.429 -1.938
N -0.913 0.885 -0.066
C 0.099 1.843 -0.335
C 1.660 1.212 -2.167
C 0.581 1.849 -1.751
C 0.066 3.003 1.923
C -0.673 -0.035 1.046
C 0.545 2.760 0.528
H -0.389 0.497 1.945
H 2.293 0.628 -1.511
H 1.300 3.434 0.160
H 0.910 -2.578 -3.514
H 0.595 2.410 2.678
H 2.129 0.938 0.907
H 0.692 -2.947 1.817
H -0.311 -3.462 2.896
H 3.679 -2.851 -1.266
H -0.036 2.417 -2.445
H -2.559 -3.873 -0.017
H -1.586 -0.594 1.257
H -2.184 3.138 -1.293
H -1.827 -1.969 -1.177
H -1.545 -3.012 0.821
H -0.992 2.769 2.077
H 0.223 -1.699 -2.454
H 2.171 -2.720 -1.564
H -2.526 1.654 0.847
H 3.238 0.982 1.962
H 0.108 -0.771 0.832
H -4.004 1.442 1.179
H -3.348 3.414 -0.375
H 2.485 -1.382 1.564
H -2.247 -1.359 -2.561
H 0.188 4.046 2.189
H -1.105 0.337 -0.898
H 2.508 -2.705 0.728
H 1.993 1.220 -3.202
*
```

Atomic partial charges in e from the Löwdin method, atoms 1 to 2: -0.0752, -0.0798

***

(8)
# C6H29NO9

A 10-piece molecular cluster, C6H29NO9 overall at a distorted geometry (ωB97M-V with the def2-TZVPD basis set, OMol25).

- E_tot: -977.9353 Ha
- LUMO level: 0.4 eV
- Structure (SMILES): C=N/C=C/CCC.O.O.O.O.O.O.O.O.O
- HOMO level: -0.3363 Ha
- ΔE to the lowest compared entry with this formula, charge and spin: 41.7 kcal/mol

```
! RIJCOSX wB97M-V def2-TZVPD def2/J DEFGRID3
* xyz 0 1
O -0.108 2.364 1.226
O 1.815 1.227 -0.285
O 0.233 0.973 -2.430
O 3.399 -1.482 -0.264
O -0.062 -1.647 -3.034
O -1.722 0.704 2.672
O -1.726 3.643 -0.516
O -0.284 3.610 -2.821
O 1.784 -3.097 -1.714
N -1.954 -0.129 -0.512
C -0.413 -1.322 0.926
C 0.454 -2.255 3.097
C 1.678 -1.371 3.210
C 0.037 -2.555 1.646
C -1.562 -1.254 0.263
C -2.822 0.688 -0.103
H -3.064 1.568 -0.704
H -0.734 1.769 1.698
H -3.340 0.616 0.859
H 1.116 -2.543 -2.182
H -0.721 3.625 -3.678
H -0.830 -1.628 -2.450
H -0.431 -1.851 3.634
H -1.638 1.012 3.585
H -2.249 -2.098 0.202
H 1.113 1.671 0.276
H 2.549 1.855 -0.275
H -1.234 3.578 -1.358
H 2.831 -2.114 -0.751
H 2.262 -3.548 -2.418
H -1.832 4.567 -0.278
H -1.281 -0.162 2.722
H 2.497 -1.757 2.584
H 0.252 -0.468 0.986
H 1.481 -0.343 2.872
H 0.253 -0.720 -3.052
H -0.681 2.929 0.663
H 0.021 2.678 -2.713
H 2.053 -1.298 4.238
H -0.693 -3.361 1.613
H 0.924 1.021 -1.711
H 0.927 -2.929 1.107
H 0.647 -3.208 3.619
H 2.951 -0.629 -0.281
H -0.559 0.745 -1.901
*
```

Atomic partial charges in e from the Löwdin method, atoms 1 to 2: -0.0887, -0.0777

***

(9)
# C6H2O2S

C6H2O2S as an isolated structure at a distorted geometry (ωB97M-V with the def2-TZVPD basis set, OMol25).

- E_tot: -778.0155 Ha
- LUMO level (alpha / beta): 0.2 / -2.3 eV
- HOMO level (alpha / beta): -0.2501 / -0.3303 Ha

```
! RIJCOSX wB97M-V def2-TZVPD def2/J DEFGRID3
* xyz 0 3
S 2.680 1.193 0.023
O -1.685 -1.103 -0.023
O 2.138 -1.078 -0.109
C 0.075 0.129 0.810
C 1.650 -0.001 -0.814
C -1.422 0.080 0.722
C 1.831 -0.193 0.797
C 0.160 0.170 -0.516
C -1.362 0.041 -0.779
H -1.855 0.415 -1.722
H -2.210 0.348 1.612
*
```

Atomic partial charges in e from the Löwdin method, atoms 1 to 2: 0.9462, -0.0027

***

(10)
# C6H30AgCsO16P

C6H30AgCsO16P as an isolated structure at a distorted geometry (ωB97M-V with the def2-TZVPD basis set, OMol25).

- E_tot: -1958.5014 Ha
- LUMO level (alpha / beta): -4.9 / -8.7 eV
- HOMO level (alpha / beta): -0.4706 / -0.4689 Ha

```
! RIJCOSX wB97M-V def2-TZVPD def2/J DEFGRID3
* xyz 1 3
Cs -28.189 -15.904 -8.838
Ag -25.684 -18.182 -6.136
P -24.600 -16.012 -7.479
O -22.441 -14.227 -8.935
O -24.682 -15.627 -8.952
O -26.064 -16.151 -6.893
O -26.238 -13.496 -10.070
O -22.511 -12.627 -5.827
O -23.953 -14.890 -6.582
O -25.603 -17.713 -9.766
O -21.943 -17.744 -8.960
O -23.500 -15.744 -11.303
O -24.538 -20.051 -7.936
O -24.815 -15.187 -4.221
O -28.513 -14.673 -11.932
O -28.709 -15.913 -5.494
O -20.127 -20.114 -10.505
O -23.993 -17.411 -7.277
O -22.354 -19.573 -5.771
C -27.126 -14.635 -12.030
C -21.910 -18.709 -10.038
C -22.219 -13.960 -10.310
C -22.135 -15.261 -11.251
C -20.626 -18.828 -10.790
C -26.525 -13.331 -11.480
H -22.673 -18.239 -10.659
H -22.934 -13.264 -10.748
H -23.082 -19.388 -6.363
H -25.476 -19.924 -8.078
H -21.772 -14.898 -12.212
H -26.702 -14.553 -13.030
H -23.923 -15.731 -10.442
H -21.366 -13.295 -10.443
H -22.868 -13.463 -6.128
H -24.508 -15.002 -5.108
H -21.431 -16.016 -10.899
H -25.916 -18.102 -8.949
H -23.272 -14.690 -8.807
H -27.914 -15.585 -5.914
H -28.800 -15.589 -11.907
H -27.189 -12.505 -11.734
H -22.770 -19.896 -4.972
H -25.222 -16.875 -9.502
H -21.615 -12.614 -6.163
H -22.339 -19.628 -9.639
H -19.838 -18.140 -10.484
H -22.831 -17.541 -8.656
H -24.882 -16.141 -4.184
H -28.586 -16.862 -5.455
H -26.679 -15.577 -11.711
H -20.608 -18.634 -11.862
H -24.167 -19.170 -7.988
H -25.527 -13.090 -11.846
H -20.794 -20.674 -10.907
H -25.447 -13.993 -9.851
*
```

Atomic partial charges in e from the Löwdin method, atoms 1 to 2: 1.2195, 0.8675

***

(11)
# C6H30NO11

A 11-piece molecular cluster, C6H30NO11 overall at a distorted geometry (ωB97M-V with the def2-TZVPD basis set, OMol25).

- E_tot: -1128.9618 Ha
- LUMO level: 2.9 eV
- HOMO level: -0.2421 Ha
- ΔE to the lowest compared entry with this formula, charge and spin: 78.4 kcal/mol

```
! RIJCOSX wB97M-V def2-TZVPD def2/J DEFGRID3
* xyz -1 1
O -0.533 -3.429 -0.552
O 1.598 -0.249 -2.484
O -2.641 0.343 -0.232
O 1.865 -2.419 -0.290
O -2.437 1.951 2.009
O -1.689 -1.930 1.362
O 3.347 2.296 -1.016
O -0.527 3.251 -2.876
O -0.998 0.261 -3.820
O 0.714 -3.160 2.377
O -0.686 -1.731 -2.248
N 0.967 -0.193 2.191
C -1.678 1.329 -0.650
C 0.338 1.832 3.365
C 0.397 1.805 0.878
C 0.545 1.156 2.233
C 2.157 -0.293 2.696
C -0.304 0.930 -0.171
H -1.748 1.097 -1.739
H -1.886 0.064 -4.147
H 0.447 -3.596 1.551
H 1.849 -2.583 0.651
H -0.242 2.716 0.858
H 0.782 -0.492 -2.924
H -3.169 1.798 1.414
H 2.528 -1.306 2.720
H 1.277 2.435 0.673
H -0.338 -0.128 0.027
H 0.846 -2.545 -0.633
H 2.558 2.175 -1.595
H 2.716 0.573 3.068
H -1.606 -1.503 -2.141
H -2.471 -0.596 -0.054
H -1.478 -2.630 0.682
H -0.648 2.295 -2.896
H 0.413 3.307 -2.696
H 3.802 1.438 -1.060
H -1.957 1.095 2.034
H -0.587 -2.469 -1.475
H -0.671 -0.630 -3.472
H -1.921 2.353 -0.262
H -1.026 -1.471 1.847
H 0.571 1.500 4.364
H -0.298 -4.283 -0.896
H 0.465 0.947 -1.079
H 0.394 -2.301 2.138
H 1.576 -0.933 -1.776
H 0.068 2.851 3.227
*
```

Atomic partial charges in e from the Löwdin method, atoms 1 to 2: -0.3115, -0.0854